The following is a DFT calculation (ωB97M-V with the def2-TZVPD basis set) of 2 unconnected molecules or ions with the total composition C6H13S at a distorted geometry.

Atoms and positions in Å:
C (-2.29, -2.50, 0.67)
C (-2.57, -1.14, 1.30)
S (-1.64, 0.21, 0.54)
H (-1.22, -2.72, 0.69)
H (-2.57, -2.39, -0.38)
H (-2.83, -3.33, 1.14)
H (-2.38, -1.17, 2.39)
H (-3.63, -0.90, 1.17)
C (3.37, 1.16, -1.40)
C (2.03, 1.00, -0.72)
C (1.43, 2.02, -0.11)
C (1.47, -0.39, -0.81)
H (4.08, 0.43, -1.02)
H (3.79, 2.16, -1.25)
H (3.28, 1.04, -2.48)
H (0.46, 1.93, 0.36)
H (1.88, 3.01, -0.10)
H (0.37, -0.37, -0.83)
H (1.70, -0.98, 0.08)
H (1.81, -0.97, -1.67)

Computed properties:
net charge	-1
relative energy (zero: lowest compared OMol25 entry of this formula, charge and spin)	4.31	kcal/mol

Mulliken atomic charge list, values in e, 5 entries: atom 1 (C): -1.004, atom 2 (C): -0.426, atom 3 (S): -0.634, atom 4 (H): 0.207, atom 5 (H): 0.237